This record from OMol25 describes C34H58Cl2F2GaNO5PSi as an isolated structure. The level of theory is wB97M-V/def2-TZVPD.

E: -5436.788997 Ha
E_HOMO: -4.3 eV
LUMO: 0.0595 hartree
Kohn-Sham gap: 5.90 eV
net charge: -1

```
105
Properties=species:S:1:pos:R:3:forces:R:3
C 7.535137 2.370786 2.121456 1.3 -0.5 1.1
C 7.451586 0.765425 2.185244 -1.6 -0.3 0.9
C 6.101262 0.157067 1.492060 2.0 -1.1 0.8
Cl 4.596598 0.944904 2.207774 0.6 -0.3 -0.1
Ga 6.186640 0.133151 -0.569363 -1.3 0.3 0.4
C 4.780632 1.295661 -1.521495 -0.3 0.9 -1.1
C 4.779460 2.856804 -1.103901 -1.0 0.2 -1.3
C 3.535057 3.212669 -0.144737 1.0 -0.1 0.6
C 2.538725 4.330173 -0.718336 0.5 -0.4 0.8
N 1.515107 4.592816 0.369551 -3.2 0.5 3.7
C 0.606856 5.715162 0.528809 -2.0 -0.3 3.1
C -0.274455 5.613657 1.826510 3.3 -3.1 -2.0
C 0.132125 4.250111 2.516810 2.5 2.6 -5.3
C 1.233766 3.751281 1.546409 -2.2 0.4 2.3
P 8.299419 0.746450 -1.456713 1.1 -0.6 -0.7
O 9.580588 -0.001676 -0.545541 -0.9 0.0 -0.1
Cl 8.612091 2.853879 -1.158427 0.0 -0.8 0.4
C 5.826099 -1.853898 -1.153142 0.6 0.0 0.8
F 7.139970 -2.520108 -0.999202 -1.6 0.2 -0.5
F 5.492918 -1.969726 -2.553571 0.3 -0.5 2.1
C 4.830545 -2.640229 -0.172571 0.3 -0.4 -0.4
C 3.438816 -1.885671 0.123225 0.1 -0.2 1.0
Si 2.018109 -2.646963 -0.909047 -0.4 -0.1 -1.0
C 2.025019 -4.581044 -0.914791 0.5 -0.1 -0.3
C 2.162311 -2.118132 -2.776094 -0.7 -0.6 -0.3
C 0.256663 -2.080352 -0.362986 -2.8 1.2 1.0
C -0.013680 -0.536610 -0.322448 -4.1 -3.1 1.2
C -1.470605 -0.100362 0.079041 0.8 -2.8 -0.3
C -2.617919 -1.112575 0.413726 3.7 -1.4 -0.8
C -2.288099 -2.647576 0.388605 2.5 2.4 -1.0
C -0.849167 -3.135366 -0.006906 -1.3 3.8 0.2
H 6.815343 2.862701 1.385750 1.1 -0.8 1.0
H 8.646485 2.632261 1.916312 -2.0 -0.1 0.0
H 7.345606 2.750981 3.200942 0.0 -0.4 -1.9
H 8.372772 0.216310 1.783949 -1.4 1.0 0.2
H 7.362434 0.460559 3.302857 0.3 0.6 -1.7
H 6.080137 -0.950803 1.842028 -0.2 1.8 -0.4
H 3.698397 0.895686 -1.463021 1.6 0.5 -0.1
H 5.046564 1.268363 -2.653551 -0.4 -0.1 1.8
H 4.606000 3.450559 -2.089628 0.4 -0.7 1.5
H 5.798552 3.196441 -0.712462 -1.6 -0.5 -0.3
H 3.019991 2.217001 0.124469 0.5 1.7 -0.6
H 3.959176 3.611693 0.855350 -0.9 -0.6 -1.5
H 2.021854 4.043586 -1.698795 0.7 0.3 1.5
H 3.141162 5.289686 -0.879337 -0.9 -1.3 0.2
H 0.480418 6.609012 -0.171101 0.7 -1.8 0.8
H -1.061674 6.339414 2.217719 1.4 -1.0 -1.0
H -0.285971 3.776007 3.474349 1.0 0.8 -1.9
H 1.732140 2.763128 1.848198 -0.4 1.8 -1.3
H 9.407538 -0.966279 -0.436504 -0.2 1.0 -0.2
H 5.356391 -2.820291 0.844185 -0.6 0.5 -1.9
H 4.633848 -3.692073 -0.600787 0.3 1.5 0.5
H 3.452503 -0.755369 -0.048278 0.3 -1.5 0.2
H 3.224215 -2.028869 1.255853 0.2 0.3 -1.9
H 1.168499 -4.965176 -1.575792 1.1 0.5 1.2
H 3.002259 -4.912090 -1.438225 -1.5 0.3 1.0
H 1.972845 -4.958872 0.168062 0.0 0.2 -1.7
H 3.130310 -2.484689 -3.261245 -1.2 0.9 0.7
H 1.292482 -2.679475 -3.304283 1.3 1.0 0.7
H 1.983638 -0.992373 -2.872164 0.5 -1.6 -0.1
H 0.775858 0.250101 -0.588276 -1.3 -1.4 0.5
H -1.688781 1.018929 0.098006 0.2 -1.7 0.0
H -3.675178 -0.728171 0.669068 2.0 -0.7 -0.5
H -3.097799 -3.433686 0.618054 1.4 1.5 -0.4
H -0.652145 -4.271688 -0.042166 -0.3 2.2 0.1
C -6.845652 -0.666369 -1.734475 0.1 -0.1 0.3
C -5.634130 0.158794 -2.074381 0.4 0.1 0.7
O -4.888315 0.576176 -1.207151 -0.4 -0.1 -0.4
C -5.379338 0.449027 -3.529818 0.4 0.3 0.0
H -6.903489 -0.795460 -0.651286 0.0 0.0 -0.2
H -7.748515 -0.156448 -2.074434 0.0 -0.2 -0.1
H -6.767505 -1.651383 -2.200778 -0.1 0.1 -0.1
H -6.218672 1.008000 -3.949853 -0.1 -0.2 -0.1
H -5.236055 -0.485977 -4.075660 -0.2 0.1 -0.1
H -4.473660 1.052462 -3.625367 -0.1 -0.1 0.0
C -2.764115 1.243312 3.229718 0.4 0.1 0.1
C -3.076072 2.547864 3.909294 0.7 0.3 0.2
O -2.192319 3.256561 4.354899 -0.7 -0.3 0.0
C -4.524991 2.944356 4.017325 0.0 0.4 0.2
H -1.683139 1.086944 3.223726 -0.2 0.0 0.0
H -3.233813 0.419540 3.772051 -0.1 0.0 -0.2
H -3.119179 1.268155 2.198141 -0.1 -0.1 0.1
H -5.072838 2.196527 4.594913 -0.1 -0.1 -0.2
H -4.958108 3.044282 3.019626 -0.1 -0.2 0.1
H -4.599836 3.906521 4.529665 0.0 -0.1 -0.1
C -2.533883 -7.499246 -1.579681 0.1 0.4 -0.1
C -2.116851 -7.400984 -0.136213 0.3 0.7 0.3
O -1.691821 -6.360226 0.329088 -0.3 -0.6 -0.2
C -2.246119 -8.640476 0.709046 0.1 0.1 0.4
H -2.386219 -6.532037 -2.065622 0.0 -0.1 0.1
H -1.923653 -8.245612 -2.092941 -0.2 -0.1 0.0
H -3.591259 -7.765538 -1.643877 0.1 -0.2 -0.1
H -1.623075 -9.437586 0.297563 -0.2 -0.1 -0.1
H -3.290664 -8.957501 0.746694 0.1 -0.2 -0.1
H -1.909631 -8.422216 1.725125 0.0 0.0 -0.2
C -8.445750 3.473792 -1.839550 0.1 -0.3 -0.2
C -9.174768 2.507702 -0.944071 0.0 -0.7 -0.2
O -9.204963 1.315495 -1.191188 -0.1 0.7 0.1
C -9.864848 3.072556 0.268861 -0.1 -0.4 0.2
H -7.996989 2.927491 -2.672360 -0.1 0.1 0.1
H -9.145998 4.209753 -2.240636 0.1 0.1 0.1
H -7.651579 3.972590 -1.279855 -0.1 0.2 0.0
H -10.628176 3.790690 -0.038542 0.2 0.1 0.1
H -9.133656 3.553545 0.922136 -0.1 0.2 -0.1
H -10.347801 2.262703 0.820389 0.1 0.1 -0.1
```
Forces are in eV/Å.